41
Properties=species:S:1:pos:R:3:forces:R:3 method="wB97M-V/def2-TZVPD" charge=+3 e_tot_ev=-27899.07911 e_homo_ev=-19.7 molar_mass_g_mol=393.28
C 3.78413 -1.52133 0.70851 -0.0056 0.0345 -0.0383
H -2.91052 -2.61250 3.09419 0.0004 -0.0010 0.0048
C -2.58408 1.62279 -0.29764 0.1139 0.0674 -0.0719
H -1.89190 -1.58189 5.13761 -0.0023 -0.0006 0.0002
C 2.58562 0.72419 0.55019 0.1279 -0.0558 0.0108
C -0.53664 -0.36097 4.00992 0.0334 0.0265 -0.0174
C 0.97004 0.97739 2.44449 -0.0189 -0.0132 0.0947
C 0.87131 2.55215 0.49965 -0.0477 0.1299 0.0075
H -4.37616 2.78158 -0.35069 0.0014 -0.0009 -0.0056
N -0.67983 -0.58715 1.66868 -0.3109 -0.2498 0.2602
H 4.69468 -1.03875 1.03907 -0.0019 -0.0078 0.0175
H 1.29448 3.27250 1.20133 0.0513 -0.0437 0.0137
H 2.80156 1.16701 -0.42446 -0.0300 -0.0164 -0.0181
C -2.66665 3.92936 0.29817 -0.0353 -0.0347 -0.0063
H -2.06820 -1.91422 0.86067 0.0068 0.0110 -0.0048
H 0.52213 -3.10501 -0.51741 -0.0177 0.0015 0.0537
C 1.45664 -2.69101 -0.15772 0.0759 0.1038 -0.0695
H 1.90620 0.65675 2.90300 0.0154 -0.0166 -0.0437
H -0.76802 4.78064 0.87598 -0.0081 -0.0011 0.0170
H -0.07821 0.10086 4.87522 -0.0028 -0.0028 0.0039
H 0.71718 1.94729 2.87412 -0.0128 0.0179 -0.0472
N -1.26151 1.59400 -0.06116 -0.2570 -0.1216 0.1460
C 2.65134 -0.77962 0.46187 -0.0719 0.0369 -0.0040
C -0.62148 2.71028 0.35847 0.0326 -0.0808 -0.0034
C 2.56227 -3.48899 0.05725 0.0835 0.0092 0.0196
C 3.73790 -2.89869 0.50190 -0.0370 -0.0339 -0.0059
H 2.49908 -4.55351 -0.12086 -0.0009 0.0010 -0.0045
C -3.31619 2.78201 -0.13763 0.0146 0.0844 0.0177
H 4.61622 -3.50317 0.68934 0.0020 -0.0003 -0.0141
H 1.35785 2.71187 -0.46491 -0.0185 -0.0292 -0.0183
C -2.12033 -1.87813 3.01860 0.0047 0.0069 0.0665
N 1.19515 1.14956 0.95115 -0.0798 -0.0703 0.0006
H -3.21930 4.84899 0.44254 0.0000 0.0012 -0.0130
C -1.29670 3.89387 0.55137 0.0334 -0.0078 -0.0388
H 3.31250 1.12460 1.25857 -0.0399 0.0543 0.0097
C -1.54838 -1.29979 4.15039 -0.0245 -0.0250 -0.0387
Rh -0.03724 -0.03567 -0.05010 0.4605 0.4070 -0.4311
H -3.04485 0.70722 -0.64910 -0.0024 -0.0167 0.0564
C -1.66260 -1.49904 1.77796 0.0429 0.0330 0.0195
C -0.11356 -0.01640 2.73993 0.0579 0.0482 -0.0574
N 1.50700 -1.36199 0.03433 -0.1327 -0.2444 0.1318

9
Properties=species:S:1:pos:R:3:forces:R:3 method="wB97M-V/def2-TZVPD" charge=0 e_above_lowest_kcal_mol=31.7 e_tot_ev=-7381.16047 e_homo_ev=-9.8 molar_mass_g_mol=73.07
C 0.01449 1.29661 0.89645 -1.4218 -0.7892 -3.3797
H -0.82232 0.58119 -0.87432 -0.8708 -0.5306 -0.5763
F -0.95857 0.96160 1.66386 -2.0890 -0.5142 2.2495
H 0.92750 1.20182 -0.85781 -0.2631 0.4402 -0.6336
H -1.49650 -2.42471 0.77980 -0.0497 -0.1410 0.0638
N 0.67803 -2.16276 0.60187 1.2624 0.0187 -0.0771
H 0.74945 1.85069 1.27756 2.9347 1.7399 2.2298
C -0.43673 -2.34783 0.70822 -1.2008 0.0857 0.0372
C -0.04380 1.09768 -0.39586 1.6982 -0.3096 0.0864

132
Properties=species:S:1:pos:R:3:forces:R:3 method="wB97M-V/def2-TZVPD" charge=+2 e_above_lowest_kcal_mol=0.0 e_tot_ev=-138131.54883 e_homo_ev="-12.2 / -12.2" molar_mass_g_mol=1149.49
H -0.84258 -5.32210 -0.98283 -0.0042 -0.1150 -0.0095
H 3.56608 0.71884 -4.53900 0.0498 -0.0355 -0.0972
H 3.70911 -4.71142 -1.58804 0.0122 -0.0531 -0.0393
H -2.21489 -2.87094 -5.21384 0.0721 -0.1470 -0.0196
C 3.17202 0.98542 -3.56985 -0.0927 -0.1117 0.0589
H -1.87498 -0.32039 -0.55973 -0.4960 0.0694 -0.5475
C -0.91718 -4.54680 2.57963 0.0384 -0.0397 -0.0010
H -0.17745 -6.53422 2.80881 0.0857 -0.0877 -0.0422
H 6.03562 1.61865 1.95156 0.0681 -0.0284 -0.0189
H 0.12586 -1.73222 -4.97802 0.0776 -0.1197 -0.0042
H -6.35088 1.35953 1.59817 0.0235 0.0032 0.0855
H 4.34884 1.30539 0.20851 0.0113 -0.0177 -0.0487
C 4.28478 4.51436 -3.37366 -0.0099 -0.0198 0.0182
C 5.58343 -4.50548 0.37158 0.0774 -0.0729 0.0073
H -1.95347 1.00922 -3.29186 0.0092 0.0051 0.0026
C 0.44573 2.39767 0.64928 -0.2430 0.2003 -0.2376
S 0.94590 -0.13278 2.85918 -0.1037 -0.0464 -0.5018
H -5.43742 3.59368 1.99892 -0.0196 -0.0031 0.0101
C -1.92720 -6.17286 4.00584 -0.0457 0.0736 0.0062
H -3.49000 0.17414 -3.55977 -0.1161 -0.0027 0.0752
H -0.93084 3.25754 2.07905 -0.0286 0.0213 0.0008
O -3.81703 -3.10629 4.32382 0.0557 -0.2449 0.0224
C 2.46923 -3.02010 -1.20141 0.0610 -0.0215 0.0591
C 3.10125 -1.66500 0.69539 0.0218 -0.0297 0.0034
C -2.47779 0.31071 -3.93704 0.1113 -0.0308 0.0947
C -2.87048 -3.96307 3.87892 -0.1655 0.0899 0.1796
C 4.08146 1.78148 1.14155 -0.0230 0.0216 -0.0096
O -0.62390 1.54214 -1.69602 0.0835 -0.1017 -0.1073
C -5.90556 1.55293 2.57591 -0.0135 -0.0037 -0.1080
C -1.75133 -1.03479 -4.08321 0.0332 -0.0276 0.0316
H -1.65480 -3.99546 -0.18501 -0.1235 0.0662 0.1468
H -3.23956 -4.12454 -3.51638 -0.0246 0.0172 -0.0987
C -0.93002 -5.81963 3.09782 -0.0276 0.0433 0.0090
H 3.91258 5.89199 -1.75617 0.0145 0.1079 0.0415
H -0.65768 -0.41193 -5.83339 -0.0324 0.0161 -0.0799
H 5.65363 -4.75663 1.42833 0.0191 -0.0182 0.0443
H 4.47983 2.95789 -4.81227 0.0290 -0.0187 -0.0687
C 3.77215 4.88372 -2.11296 -0.0192 -0.0649 -0.0084
C 4.68597 2.58413 3.32975 -0.0447 -0.0025 0.0148
H 6.51092 -4.00464 0.09136 0.0291 0.0032 -0.0030
C -0.49253 -4.35633 -3.41635 -0.0765 0.0766 0.0482
H 0.19716 -0.09016 -4.32989 0.0570 0.0716 0.0470
C -1.41334 -3.75521 -2.34249 0.1558 0.0703 -0.0185
H -2.56732 0.76363 -4.92500 -0.0154 0.0323 -0.0975
C 5.02269 1.95511 2.11396 -0.0312 0.0021 -0.0666
H -3.39352 -0.68495 -1.29986 0.0021 0.0139 -0.1074
N -0.98151 0.38059 4.64323 0.1383 0.0394 -0.0649
H 0.02356 -3.82977 -0.66091 0.1110 0.0566 0.0173
C -1.87589 0.08532 5.60499 0.0901 -0.2238 0.0142
Si -1.40244 -1.85562 -2.40698 0.0299 -0.1348 0.1207
C -4.98913 2.75654 2.53188 0.0537 -0.0168 0.0444
C -2.88427 -5.25955 4.39479 0.0047 0.0945 -0.0472
H 0.83348 3.72832 3.74556 -0.0245 0.0581 0.1054
C -0.50213 8.10682 -2.54255 0.0263 0.0815 -0.0110
H -1.27814 8.28656 -3.28586 -0.0450 0.0249 -0.0503
C -0.11592 5.64118 -2.77758 -0.0300 0.0211 0.0189
O -0.91654 -2.04931 1.44743 0.1525 0.4834 -0.6687
H 0.34580 5.83358 -3.73441 0.0503 0.0295 -0.1161
C 2.74639 2.21651 1.34505 0.0627 -0.0244 -0.0227
H -3.66156 -5.52128 5.09588 -0.0681 -0.0256 0.0636
H -1.05695 1.24588 4.11110 0.0491 -0.2042 0.0989
S -4.91849 0.11000 3.06327 0.1106 0.0123 -0.0132
C -0.80660 4.11113 -1.09551 0.0448 -0.1308 0.0544
C -0.93780 -4.23597 -0.96308 0.0000 0.0810 -0.0849
C -1.80132 -2.26021 2.37836 -0.2976 -0.1647 0.3890
C 2.45618 0.07861 -2.85005 0.1262 0.1560 -0.1242
H -3.69121 -2.24692 3.87518 0.0587 -0.0286 -0.0247
H 2.26545 -0.90917 -3.23628 -0.0057 -0.0967 -0.0359
H -0.62692 8.83607 -1.74665 -0.0061 0.0527 0.0338
C 3.41027 3.01165 3.55374 -0.0064 0.0014 -0.0366
N 0.14910 -1.63758 4.89759 0.1546 0.0145 -0.0929
H 1.80726 -3.21813 -2.02469 -0.0460 -0.0133 -0.0990
H -1.57467 7.25800 -0.19885 -0.0451 0.0903 0.0627
S -3.50464 2.26702 1.60386 -0.1515 0.0700 0.0580
H -2.63698 0.82356 5.81333 0.0058 0.0020 0.0148
H -1.77576 4.95389 0.63119 -0.0635 -0.0291 0.1086
C 2.90049 2.65161 -1.80065 -0.0370 -0.0165 0.0644
H 5.44510 2.72449 4.08439 0.0513 0.0133 0.0587
H 5.51426 -5.42842 -0.19874 0.0147 -0.0324 -0.0129
H 0.13806 3.50938 -2.92222 0.0260 -0.0684 -0.0301
C 4.17273 -2.50666 0.92423 -0.0710 0.0281 -0.0101
H -6.69948 1.67519 3.31010 -0.0061 -0.0032 0.0275
H 2.70242 4.28533 -0.38711 -0.0192 0.0195 0.0837
C -0.43790 -0.81011 -4.84180 -0.0244 0.0300 0.0609
C -1.19184 6.44123 -0.79168 0.0154 -0.0271 -0.0272
H -3.61436 -2.13535 -4.43588 -0.1570 -0.0337 0.0805
H -1.95337 -7.17147 4.41439 -0.0063 -0.0944 0.0434
S -0.91998 2.41916 -0.53032 -0.1740 0.2630 -0.0009
H -2.90536 -1.39612 -5.85161 -0.0244 0.0699 -0.1323
N -2.60630 -1.33003 2.80748 -0.0483 0.0135 0.0477
H 3.14662 3.48954 4.48554 -0.0201 0.0489 0.0910
C -1.88082 -3.60274 2.95163 0.0208 0.0541 -0.0143
C 3.54403 -3.85621 -0.94789 -0.0039 0.0044 0.0132
C -1.76969 -1.11997 6.24484 0.1102 0.1020 -0.1421
H -2.66832 -1.91730 -0.25339 -0.0145 0.0526 0.0875
C -1.30689 5.14549 -0.32221 0.0361 -0.0322 -0.0346
C -0.22081 4.33825 -2.32899 -0.0015 -0.0557 0.0270
N -2.40015 -0.08545 2.19144 -0.1840 -0.1515 -0.0625
C 4.09795 3.24851 -3.84413 -0.0080 0.0347 0.0040
C 1.07185 3.24127 2.81141 -0.1149 -0.0678 -0.1414
H 4.83117 -2.30451 1.75592 0.0778 0.0208 0.0916
C -2.66982 -1.92860 -4.93155 0.0667 0.0612 0.0293
C -0.59685 6.70747 -2.02188 0.0156 -0.0457 -0.0009
Mo -0.60367 -0.12975 0.94825 1.7479 -0.6458 0.6444
H -4.69619 3.07886 3.53267 -0.0417 -0.0129 -0.0732
C 3.39423 2.29219 -3.07690 -0.0146 0.0120 0.0377
C -2.45912 -1.15691 -1.00087 0.2299 -0.0378 -0.0123
H 2.93905 -0.81444 1.34040 -0.0126 0.0383 0.0212
H -2.46988 -1.41343 7.00978 -0.0125 -0.0178 0.0201
C 0.10049 2.98996 1.89109 0.2089 0.0969 0.2052
C -0.69558 -1.93789 5.86455 -0.3211 0.0576 0.2458
C 2.18051 1.68023 -1.03409 -0.0038 0.1080 -0.1552
C 1.95000 0.45469 -1.59264 -0.0092 -0.0630 0.1027
H -0.84940 -4.16260 -4.42249 -0.0407 0.0297 -0.1420
H -2.80103 -5.39409 -2.39088 -0.0052 -0.1194 0.0183
H 4.82318 5.23929 -3.96467 0.0437 0.0586 -0.0504
C -0.02115 -0.50193 4.24375 -0.4029 0.3721 -0.1422
C 1.74903 2.07110 0.33597 -0.0878 -0.1900 0.1097
H 0.52693 -3.98209 -3.35551 0.1235 0.0467 0.0115
H -0.15232 -4.24236 1.88204 0.0645 0.0044 -0.0501
C -2.82986 -4.31348 -2.52969 0.0026 0.0770 -0.0620
C 2.25395 -1.93743 -0.36853 -0.0638 0.0382 -0.0459
C 3.09957 3.97978 -1.34386 0.0238 -0.0450 -0.0306
H -0.44860 -5.43869 -3.29276 -0.0062 -0.1002 0.0263
O 0.24955 -1.47016 -1.92326 -0.1441 0.0942 -0.1476
C 2.40793 2.83138 2.57451 -0.0181 0.0309 0.0416
H -0.52473 -2.88330 6.35859 -0.0145 -0.1181 0.0958
H 0.45813 8.28043 -3.02387 0.0406 0.0220 -0.0313
H -3.52247 -3.91711 -1.78920 -0.1243 0.0697 0.1060
C 4.41104 -3.61439 0.11159 -0.0669 0.0564 -0.0212
C -3.45574 0.65230 2.26834 -0.0333 0.1415 0.1502
S 0.97224 -0.75210 -0.71995 -0.5036 -0.0088 0.5476

20
Properties=species:S:1:pos:R:3:forces:R:3 method="wB97M-V/def2-TZVPD" charge=0 e_above_lowest_kcal_mol=48.8 e_tot_ev=-8827.29492 e_homo_ev=-7.2 molar_mass_g_mol=103.17
H -0.68821 -0.52217 -2.21968 0.0685 -0.0587 -0.0377
C -1.77230 0.67603 0.61327 0.8418 -0.7184 -1.3258
H 3.53824 -0.76552 1.08386 0.0910 -0.0947 -0.0074
H -2.22367 -0.01204 -1.92196 -0.0228 -0.1687 0.1420
H 1.84828 -0.89518 1.60777 0.2269 0.0571 -0.0366
N -1.24885 0.10590 -1.66718 0.3596 0.8144 0.1897
H 2.69098 0.49576 -0.99821 -0.1933 0.3006 0.0217
H 0.26516 -1.55536 -0.14207 -1.0733 -0.4973 0.3967
H 2.19105 -1.14555 -0.95267 -0.4165 -0.1221 0.0117
H 0.81556 0.23313 -0.41386 4.2315 -1.0228 -0.2899
H 2.62016 0.68191 1.46673 -0.0195 0.0139 0.0583
H -2.52715 1.98037 -0.72460 -0.1867 0.1302 0.3845
H -1.80857 0.42192 1.66079 0.1258 -0.0935 0.1004
C 2.07485 -0.19621 -0.42732 -2.6980 1.1833 0.0099
H -3.02890 2.25294 0.90120 0.1562 0.1274 -0.3425
N -0.74515 -1.42246 0.09597 2.2035 -0.1115 -0.1735
H -0.81523 -1.55638 1.09823 -0.0480 -0.0049 0.0378
C 2.55570 -0.30525 1.00991 -0.3868 0.0633 0.1218
N -2.72632 1.59570 0.19606 0.3691 0.1329 -0.1640
C -1.01561 -0.06752 -0.26624 -3.6291 0.0697 0.9030

14
Properties=species:S:1:pos:R:3:forces:R:3 method="wB97M-V/def2-TZVPD" charge=0 e_above_lowest_kcal_mol=74.1 e_tot_ev=-28652.37886 e_homo_ev="-8.1 / -8.1" molar_mass_g_mol=134.63
H -1.67553 -0.57351 -1.15743 -0.6112 -2.8027 0.6142
S 1.24287 -1.73817 1.00886 -0.6046 -0.6180 3.7242
H 0.10347 1.74330 -0.46657 0.6834 -0.9865 0.5105
C -0.24004 0.72410 -0.15799 1.4828 -1.0198 -1.6021
C -0.30107 0.51085 1.26416 -0.1899 -0.3897 0.6339
C 1.35759 -1.04303 -0.47110 -1.2560 3.8916 -1.7948
Cl 2.83127 -0.17022 -0.91287 0.5025 0.1122 0.0469
H -0.87392 1.27375 1.79907 0.1983 -0.1727 0.1696
H -0.73740 0.42102 -2.19573 -0.7371 0.1124 1.2821
H 1.12568 -1.65404 -1.31473 -0.6158 -0.2178 -0.3862
H -2.12584 0.97201 -1.24726 -0.5042 1.2327 0.2053
C 0.30048 -0.45946 1.95756 -0.0345 0.7720 -0.1541
H 0.24825 -0.36546 3.07049 0.2801 -0.9516 -1.0796
C -1.25580 0.35885 -1.17646 1.4064 1.0379 -2.1699

15
Properties=species:S:1:pos:R:3:forces:R:3 method="wB97M-V/def2-TZVPD" charge=0 e_above_lowest_kcal_mol=66.5 e_tot_ev=-7829.43703 e_homo_ev=-9.0 molar_mass_g_mol=87.12
C -1.17227 -1.74908 -0.13052 -0.2572 0.0319 -0.1677
C 0.02729 -0.94496 -0.00460 0.1253 0.1717 -0.1344
H 0.82541 2.03746 -1.24144 -0.0870 -0.1585 -0.0164
N -0.04659 -2.09947 0.78192 0.1696 -0.0476 0.1761
H 1.77624 0.16415 0.10770 -0.1342 -0.0393 -0.0432
H -0.26151 -1.92641 1.76098 0.0295 0.0264 -0.1138
H -0.16567 1.17553 1.28550 -0.0972 -0.0646 -0.1383
H -0.64311 1.11063 -1.58850 0.1800 -0.0394 0.0095
C 0.44179 1.03618 -1.46137 -0.0338 0.0118 -0.0687
H -2.10523 -1.39566 0.30510 0.1633 0.0086 -0.0510
C 0.80190 0.06360 -0.36954 -0.0470 -0.2541 0.0013
H 0.87159 0.71406 -2.41824 -0.0299 0.1029 0.1337
H -1.27837 -2.41798 -0.98054 -0.0397 0.0467 0.1415
H 0.89970 1.92883 2.02600 -0.0699 0.1347 0.0835
O -0.04459 1.95704 1.83616 0.1281 0.0687 0.1880